# 1
Formula: C3H13N3
Source: the OMol25 dataset
Level of theory: ωB97M-V with the def2-TZVPD basis set

Computed properties:
- SMILES: CCN.CNN
- Max |F|: 0.02740 Eh/bohr
- Energy above the lowest of the compared OMol25 structures with the same formula, charge and spin: 125.7 kJ/mol
- E: -7790.721 eV

Last column: Löwdin charge in e.
Atoms and positions in Å:
C  0.0918  -0.4086  1.6056  -0.12
C  1.4392  -0.9131  1.1376  -0.38
N  1.3934  -2.3398  0.8963  -0.02
H  -0.6054  -0.4138  0.7126  0.06
H  0.1525  0.6310  1.9182  0.07
H  -0.2725  -0.9981  2.4424  0.07
H  2.2085  -0.7148  1.8899  0.10
H  1.7149  -0.3333  0.1831  0.10
H  2.2892  -2.6806  0.5661  0.06
H  0.6982  -2.5531  0.1887  0.07
C  -0.8050  2.1242  -1.0089  -0.14
N  -0.4183  0.7995  -1.4439  -0.24
N  -1.4611  -0.1041  -1.7493  -0.03
H  -1.3147  2.6416  -1.8263  0.07
H  0.0881  2.6831  -0.7417  0.07
H  -1.4841  2.1042  -0.1413  0.07
H  0.3626  0.3611  -0.9301  0.06
H  -2.2122  -0.0517  -1.0555  0.06
H  -1.8653  0.1662  -2.6435  0.07

---

# 2
Formula: C6H11ClN2S
Source: the OMol25 dataset
Level of theory: ωB97M-V with the def2-TZVPD basis set

Computed properties:
- SMILES: C#CC(N)=S.CNCCCl
- Max |F|: 0.03584 Eh/bohr
- Energy above the lowest of the compared OMol25 structures with the same formula, charge and spin: 0.0 kJ/mol
- E: -32734.771 eV

Last column: Löwdin charge in e.
Atoms and positions in Å:
C  0.7795  -1.7641  -1.1201  0.13
C  0.0853  -1.8820  -0.1427  -0.19
C  -0.7506  -2.0183  1.0247  -0.95
N  -1.8692  -1.2725  0.9866  0.09
S  -0.3463  -3.0075  2.2806  0.68
H  1.4140  -1.6781  -1.9768  0.08
H  -2.5081  -1.3137  1.7668  0.11
H  -2.0820  -0.6787  0.1986  0.10
C  0.7376  0.2588  1.4827  -0.15
N  0.8186  1.2533  0.4284  -0.09
C  0.0787  0.8735  -0.7555  -0.36
C  0.1337  1.9389  -1.8356  -0.58
Cl  -0.6862  3.4515  -1.3567  0.53
H  -0.2951  0.1994  1.8440  0.07
H  1.0457  -0.7559  1.1712  0.04
H  1.3651  0.5662  2.3239  0.09
H  1.7919  1.4110  0.1835  0.11
H  -0.9659  0.7044  -0.4689  0.10
H  0.4401  -0.0685  -1.2113  0.03
H  -0.3543  1.5826  -2.7447  0.07
H  1.1677  2.1998  -2.0789  0.07

---

# 3
Formula: C8H18SSi
Source: the OMol25 dataset
Level of theory: ωB97M-V with the def2-TZVPD basis set

Computed properties:
- SMILES: C=C[Si](CC)(CC)[C@@H](C)S
- Max |F|: 0.09656 Eh/bohr
- Energy above the lowest of the compared OMol25 structures with the same formula, charge and spin: 161.9 kJ/mol
- E: -27298.409 eV

Last column: Löwdin charge in e.
Atoms and positions in Å:
C  -0.0788  -2.3453  -1.3032  -0.09
C  -0.1347  -1.8575  -0.0860  -0.24
Si  -0.2087  0.0426  0.2306  0.74
C  -1.9018  0.8764  -0.0688  -0.28
C  -2.9608  -0.2373  -0.3486  -0.14
C  0.5051  0.9463  1.7259  -0.38
C  -0.1262  0.7622  3.0909  -0.17
C  1.4515  0.6984  -1.0962  -0.69
C  2.5772  -0.3965  -1.1384  -0.18
S  0.7633  1.1843  -2.7099  0.65
H  -0.0138  -3.4166  -1.6754  0.09
H  0.1304  -1.7182  -2.1431  0.02
H  -0.3151  -2.5453  0.7861  0.07
H  -2.0033  1.6074  0.7809  0.07
H  -1.7010  1.5828  -0.9074  0.06
H  -2.7218  -1.0566  0.2298  0.02
H  -4.0214  0.0593  -0.2430  0.08
H  -2.8318  -0.6236  -1.2777  0.03
H  1.6070  0.7509  1.8025  0.08
H  0.4540  2.0278  1.4968  0.08
H  -0.2678  -0.2290  3.3828  0.04
H  0.5194  1.3005  3.7726  0.05
H  -1.0764  1.5444  3.0920  0.13
H  1.8547  1.5781  -0.6581  0.01
H  3.5637  -0.0568  -1.5413  0.08
H  2.2983  -1.3677  -1.5028  0.04
H  2.8804  -0.5477  -0.1767  0.02
H  1.7582  1.4365  -3.5143  -0.19